Here is 2 unconnected molecules or ions with the total composition C55H74N6O3 from the Open Molecules 2025 dataset. Energies are from wB97M-V/def2-TZVPD.

## Properties
Spin multiplicity: 1
Total energy, hartree: -2694.35667

Bonds (Å) are listed after each position.
Element x y z (Å)
1 C 5.82712 -0.60245 -0.44976  C2 1.534, H46 1.096, H47 1.096, H48 1.098
2 C 5.52196 -1.67012 0.60930  C1 1.534, C3 1.530, C4 1.527, H49 1.100
3 C 5.88702 -3.05415 0.06852  C2 1.530, H50 1.094, H51 1.095, H52 1.095
4 C 4.07764 -1.57415 1.09561  C2 1.527, C5 1.397, C45 1.389
5 C 3.02280 -2.22466 0.45096  C4 1.397, C6 1.391, H53 1.091
6 C 1.70045 -2.03014 0.83760  C5 1.391, C7 1.523, C10 1.433
7 C 0.55437 -2.56227 -0.01238  C6 1.523, C8 1.527, C9 1.524, H54 1.102
8 C 0.98908 -3.56065 -1.08296  C7 1.527, H55 1.097, H56 1.096, H57 1.097
9 C -0.27988 -1.44085 -0.61975  C7 1.524, H58 1.098, H59 1.100, H60 1.100
10 C 1.41494 -1.28721 2.02974  C6 1.433, C11 1.466, C41 1.434
11 C 0.06186 -1.22533 2.58989  C10 1.466, N12 1.395, C39 1.392
12 N -0.65385 -2.32360 3.06794  C11 1.395, C13 1.446, N25 1.360
13 C -0.34090 -3.73470 3.01130  N12 1.446, C14 1.406, C21 1.412
14 C -1.19838 -4.58085 2.28564  C13 1.406, C15 1.532, C18 1.397
15 C -2.48599 -4.10101 1.60857  C14 1.532, C16 1.527, C17 1.527, H61 1.097
16 C -3.69673 -4.49366 2.45146  C15 1.527, H62 1.096, H63 1.096, H64 1.098
17 C -2.61930 -4.61533 0.17744  C15 1.527, H65 1.097, H66 1.098, H67 1.097
18 C -0.88650 -5.94048 2.20461  C14 1.397, C19 1.391, H68 1.093
19 C 0.25116 -6.44072 2.83040  C18 1.391, C20 1.393, H69 1.086
20 C 1.06696 -5.60467 3.58879  C19 1.393, C21 1.397, H70 1.091
21 C 0.75736 -4.25049 3.73328  C13 1.412, C20 1.397, C22 1.524
22 C 1.53839 -3.37436 4.70611  C21 1.524, C23 1.531, C24 1.528, H71 1.102
23 C 2.74665 -4.09370 5.31069  C22 1.531, H72 1.095, H73 1.097, H74 1.099
24 C 0.67726 -2.81610 5.83752  C22 1.528, H75 1.094, H76 1.100, H77 1.099
25 N -1.86401 -1.94643 3.56046  N12 1.360, N26 1.355
26 N -1.89742 -0.60051 3.40391  N25 1.355, C27 1.446, C39 1.409
27 C -3.07814 0.16275 3.74222  N26 1.446, C28 1.411, C35 1.404
28 C -4.02370 0.44430 2.73314  C27 1.411, C29 1.535, C32 1.394
29 C -3.89594 -0.13311 1.31654  C28 1.535, C30 1.520, C31 1.532, H78 1.102
30 C -3.14671 0.80622 0.38609  C29 1.520, H79 1.095, H80 1.097, H81 1.099
31 C -5.24477 -0.49115 0.68532  C29 1.532, H82 1.095, H83 1.097, H84 1.097
32 C -5.09180 1.28518 3.04201  C28 1.394, C33 1.391, H85 1.090
33 C -5.26373 1.77297 4.33355  C32 1.391, C34 1.391, H86 1.088
34 C -4.36049 1.42501 5.33220  C33 1.391, C35 1.392, H87 1.092
35 C -3.26067 0.61720 5.05765  C27 1.404, C34 1.392, C36 1.536
36 C -2.34394 0.21737 6.22329  C35 1.536, C37 1.527, C38 1.530, H88 1.098
37 C -0.88383 0.63760 6.06913  C36 1.527, H89 1.097, H90 1.099, H91 1.095
38 C -2.48554 -1.26609 6.57045  C36 1.530, H92 1.096, H93 1.095, H94 1.095
39 C -0.74886 -0.10585 2.75505  C11 1.392, N26 1.409, C40 1.383
40 C -0.58735 1.23377 2.45351  C39 1.383, H95 1.084, H96 1.083
41 C 2.49720 -0.60431 2.67639  C10 1.434, C42 1.526, C45 1.393
42 C 2.31861 0.27216 3.91292  C41 1.526, C43 1.530, C44 1.531, H97 1.096
43 C 2.61032 1.74224 3.60369  C42 1.530, H98 1.094, H99 1.098, H100 1.099
44 C 3.18823 -0.17096 5.09220  C42 1.531, H101 1.096, H102 1.098, H103 1.097
45 C 3.78879 -0.74781 2.17377  C4 1.389, C41 1.393, H104 1.095
46 H 5.62899 0.40407 -0.06524  C1 1.096
47 H 6.87675 -0.65193 -0.76090  C1 1.096
48 H 5.20259 -0.75718 -1.33890  C1 1.098
49 H 6.15811 -1.45964 1.48190  C2 1.100
50 H 5.60883 -3.83689 0.78017  C3 1.094
51 H 5.38027 -3.24574 -0.88321  C3 1.095
52 H 6.96643 -3.11066 -0.10471  C3 1.095
53 H 3.24874 -2.87531 -0.39489  C5 1.091
54 H -0.10508 -3.10002 0.68749  C7 1.102
55 H 1.60030 -4.35856 -0.64427  C8 1.097
56 H 0.11195 -4.01771 -1.55593  C8 1.096
57 H 1.56789 -3.05193 -1.86425  C8 1.097
58 H -0.67347 -0.77932 0.16320  C9 1.098
59 H 0.31965 -0.81808 -1.30057  C9 1.100
60 H -1.12777 -1.84624 -1.19092  C9 1.100
61 H -2.45076 -3.00536 1.57209  C15 1.097
62 H -3.59946 -4.06626 3.45627  C16 1.096
63 H -4.62355 -4.12516 1.99630  C16 1.096
64 H -3.76099 -5.58745 2.52958  C16 1.098
65 H -1.74832 -4.33225 -0.42705  C17 1.097
66 H -2.71655 -5.70849 0.15802  C17 1.098
67 H -3.51895 -4.19324 -0.28771  C17 1.097
68 H -1.54930 -6.61177 1.65315  C18 1.093
69 H 0.49716 -7.49513 2.74089  C19 1.086
70 H 1.94960 -6.01945 4.07838  C20 1.091
71 H 1.90896 -2.52235 4.11412  C22 1.102
72 H 3.39854 -4.49542 4.52728  C23 1.095
73 H 3.33682 -3.40393 5.92626  C23 1.097
74 H 2.41179 -4.91724 5.95614  C23 1.099
75 H -0.16035 -2.22699 5.45293  C24 1.094
76 H 0.25697 -3.63505 6.44043  C24 1.100
77 H 1.27189 -2.17905 6.50784  C24 1.099
78 H -3.30897 -1.06073 1.41564  C29 1.102
79 H -2.17562 1.08776 0.80686  C30 1.095
80 H -2.97367 0.33394 -0.58933  C30 1.097
81 H -3.71176 1.73468 0.22065  C30 1.099
82 H -5.86765 -1.07247 1.37321  C31 1.095
83 H -5.78576 0.41700 0.39047  C31 1.097
84 H -5.08671 -1.09333 -0.21755  C31 1.097
85 H -5.80304 1.55284 2.26020  C32 1.090
86 H -6.10301 2.42618 4.56362  C33 1.088
87 H -4.51012 1.78508 6.35223  C34 1.092
88 H -2.73113 0.77983 7.08326  C36 1.098
89 H -0.79803 1.68548 5.75702  C37 1.097
90 H -0.35627 0.51421 7.02481  C37 1.099
91 H -0.37620 0.01042 5.32880  C37 1.095
92 H -3.47761 -1.45756 6.99533  C38 1.096
93 H -2.37781 -1.88704 5.67473  C38 1.095
94 H -1.73085 -1.57286 7.30184  C38 1.095
95 H -1.29089 1.95115 2.85928  C40 1.084
96 H 0.20850 1.50405 1.77069  C40 1.083
97 H 1.26805 0.19942 4.21497  C42 1.096
98 H 1.99595 2.08959 2.76829  C43 1.094
99 H 2.38455 2.36395 4.47978  C43 1.098
100 H 3.66957 1.88471 3.34599  C43 1.099
101 H 3.03907 -1.23035 5.33118  C44 1.096
102 H 4.25317 -0.01378 4.87628  C44 1.098
103 H 2.92561 0.41794 5.98025  C44 1.097
104 H 4.61334 -0.21555 2.65856  C45 1.095
105 C -0.97133 0.72031 -3.88537  C106 1.503, H124 1.091, H125 1.096, H126 1.095
106 C -1.18685 1.74115 -2.80362  C105 1.503, O107 1.454, H127 1.101, H128 1.100
107 O -0.00771 1.64327 -1.95788  C106 1.454, C108 1.367
108 C -0.03453 2.57258 -0.95607  O107 1.367, C109 1.461, O123 1.231
109 C 1.26014 2.73590 -0.29813  C108 1.461, C110 1.380, H129 1.089
110 C 1.51283 3.95032 0.30745  C109 1.380, C111 1.495, N112 1.364
111 C 2.85173 4.34296 0.84524  C110 1.495, H130 1.098, H131 1.099, H132 1.102
112 N 0.42213 4.74835 0.49226  C110 1.364, N113 1.269
113 N 0.44160 5.98053 0.18759  N112 1.269, C114 1.443
114 C -0.56723 6.72072 0.90538  N113 1.443, N115 1.373, O122 1.226
115 N -0.78704 7.85941 0.17092  C114 1.373, C116 1.389, H133 1.013
116 C -1.74021 8.83400 0.43529  N115 1.389, C117 1.413, C121 1.407
117 C -2.06956 9.77592 -0.56545  C116 1.413, C118 1.395, H134 1.095
118 C -3.06760 10.72233 -0.33387  C117 1.395, C119 1.408, H135 1.094
119 C -3.73918 10.75254 0.90277  C118 1.408, C120 1.403, H136 1.091
120 C -3.41402 9.81706 1.89595  C119 1.403, C121 1.397, H137 1.091
121 C -2.41349 8.86915 1.66979  C116 1.407, C120 1.397, H138 1.086
122 O -1.06380 6.39955 1.97944  C114 1.226
123 O -1.08924 3.16049 -0.71819  C108 1.231
124 H -1.87920 0.61378 -4.48124  C105 1.091
125 H -0.16018 1.04335 -4.54790  C105 1.096
126 H -0.69094 -0.25305 -3.46934  C105 1.095
127 H -1.25122 2.75771 -3.22240  C106 1.101
128 H -2.09341 1.53538 -2.21501  C106 1.100
129 H 2.05784 2.02438 -0.50890  C109 1.089
130 H 3.61903 3.62271 0.53076  C111 1.098
131 H 3.13867 5.33890 0.47943  C111 1.099
132 H 2.84579 4.36692 1.94662  C111 1.102
133 H -0.26784 7.86291 -0.69912  N115 1.013
134 H -1.54342 9.72312 -1.52460  C117 1.095
135 H -3.32260 11.43646 -1.12182  C118 1.094
136 H -4.50979 11.50186 1.09225  C119 1.091
137 H -3.93369 9.80992 2.85515  C120 1.091
138 H -2.17242 8.13388 2.43232  C121 1.086